The following is a DFT calculation (ωB97M-V/def2-TZVPD) of a structure of composition C2H4NO2 in a non-equilibrium geometry.

The geometry in XYZ format:
```
9
Properties=species:S:1:pos:R:3:mulliken_spin:R:1
C -1.33 0.22 -0.10 0.28
C 0.00 -0.25 0.41 0.16
N 1.57 0.53 -0.44 0.80
O 2.52 0.70 0.40 0.56
O -2.01 1.18 0.16 0.24
H -1.69 -0.64 -0.83 0.01
H 0.16 -0.09 1.47 -0.04
H 0.24 -1.30 0.12 0.02
H 0.93 1.33 -0.61 -0.05
```

LUMO level (alpha / beta)	0.1742 / 0.1572	hartree
DFT total energy	-7719.3453	eV
ΔE to the lowest compared entry with this formula, charge and spin	27.26	kcal/mol
charge	-1
expectation value of S²	2.0195
multiplicity	3